Entry 1:
ORCA calculation (ωB97M-V/def2-TZVPD) on a gas-phase ion, CHNO3S2 (charge -2).

Structure (ORCA input):
```
! RIJCOSX wB97M-V def2-TZVPD def2/J DEFGRID3
* xyz -2 3
C 0.53435 -0.98681 -0.93668
N 0.63856 -0.59104 0.29351
O -0.24077 1.62261 -0.49831
O -0.32426 -0.75318 -1.78622
O -1.86709 0.16698 0.83797
S 0.45387 1.54435 2.63806
S -0.50347 0.66853 0.59061
H 1.30880 -1.67143 -1.13894
*
```

Values from the calculation:
Gap between HOMO and LUMO (alpha / beta) ... 3.778 / 6.617 eV


Entry 2:
ORCA calculation (ωB97M-V/def2-TZVPD) on 11 unconnected molecules or ions with the total composition C69H161N11O11.

Structure (ORCA input):
```
! RIJCOSX wB97M-V def2-TZVPD def2/J DEFGRID3
* xyz 0 1
C -5.10432 -0.56805 -8.85347
C -5.55559 -1.79620 -9.71115
C -5.97616 -2.95123 -8.75557
C -6.77908 -1.37798 -10.53288
C -7.10443 -2.37130 -11.71196
C -5.81819 -2.37927 -12.57267
C -4.46191 -2.76576 -11.92006
C -4.29513 -4.30878 -11.79952
C -3.30791 -2.09868 -12.71985
N -4.34272 -2.21040 -10.53313
O -3.21201 -2.41189 -9.82835
H -4.19424 -0.63900 -8.25780
H -4.97111 0.27218 -9.53491
H -5.89477 -0.06981 -8.29217
H -6.92100 -2.65699 -8.29862
H -6.16099 -3.88172 -9.29235
H -5.19659 -3.18898 -8.03181
H -7.60515 -1.40558 -9.82228
H -6.69755 -0.35909 -10.91145
H -7.36401 -3.34677 -11.30063
H -7.94448 -1.98366 -12.28826
H -5.71473 -1.34208 -12.89148
H -6.09592 -2.97264 -13.44381
H -3.33543 -4.70967 -11.47338
H -4.39736 -4.67457 -12.82120
H -4.98383 -4.81601 -11.12385
H -2.37910 -2.63078 -12.51422
H -3.22216 -1.02437 -12.55675
H -3.37211 -2.44338 -13.75191
H -2.77234 -1.56539 -9.93661
C -3.28461 -6.43265 8.67489
C -2.70906 -7.37653 7.64129
C -3.26878 -7.24509 6.21631
C -1.19206 -7.04807 7.63359
C -0.24091 -8.12467 7.04046
C -0.69138 -9.49158 7.63395
C -2.22228 -9.87961 7.65608
C -2.53048 -10.30884 6.28270
C -2.35390 -11.00337 8.69936
N -2.96738 -8.71423 8.13791
O -4.29602 -8.99352 8.30346
H -4.37218 -6.35995 8.67479
H -3.06894 -6.65852 9.71919
H -3.12816 -5.36511 8.52010
H -4.16997 -7.82950 6.03081
H -3.60670 -6.24276 5.95314
H -2.52997 -7.45644 5.44326
H -0.87631 -6.13556 7.12789
H -0.75499 -6.89352 8.62009
H -0.30940 -8.11606 5.95264
H 0.79736 -7.98625 7.34203
H -0.18695 -9.60773 8.59320
H -0.21740 -10.26445 7.02888
H -3.61327 -10.27905 6.16115
H -2.20798 -11.33484 6.10540
H -2.09329 -9.69251 5.49714
H -1.59283 -11.78052 8.62936
H -3.38347 -11.35912 8.66034
H -2.20996 -10.56379 9.68637
H -4.47806 -8.76961 9.21906
C -2.33459 2.34724 -0.70277
C -1.24298 1.36757 -0.28546
C -0.78775 0.49356 -1.52487
C -0.06615 2.19480 0.30028
C 0.89785 1.38664 1.11398
C 0.03493 0.88465 2.27319
C -1.07695 -0.12009 1.82977
C -0.43099 -1.50184 1.38628
C -2.07582 -0.41263 2.98045
N -1.83892 0.51840 0.75125
O -2.87105 -0.27230 0.24338
H -3.28703 2.32539 -0.17317
H -1.95331 3.36737 -0.65739
H -2.60077 2.30715 -1.75901
H -1.62192 0.19534 -2.15995
H 0.04319 1.00543 -2.01029
H -0.33147 -0.46458 -1.27608
H 0.47188 2.69957 -0.50212
H -0.49084 2.98910 0.91416
H 1.50181 0.56019 0.73943
H 1.66272 2.03368 1.54341
H -0.38126 1.71067 2.84989
H 0.65898 0.32612 2.97082
H -0.07643 -2.08520 2.23603
H 0.38910 -1.38746 0.67743
H -1.21398 -2.03723 0.84927
H -3.07187 -0.74943 2.69314
H -2.39678 0.51392 3.45647
H -1.67564 -1.01044 3.79934
H -3.54851 0.33438 0.55095
C 9.89911 -1.38371 5.57006
C 8.39761 -1.13442 5.24225
C 7.83754 -0.28897 6.41461
C 8.10900 -0.27576 3.94484
C 8.09425 -1.09217 2.70213
C 7.27044 -2.34793 2.75008
C 7.58591 -3.26770 3.99827
C 6.40913 -4.31802 4.13006
C 8.92473 -3.97935 3.63722
N 7.62034 -2.42354 5.23576
O 7.85376 -3.22705 6.33310
H 10.31027 -0.61824 6.22817
H 10.14274 -2.37892 5.94193
H 10.48001 -1.35438 4.64821
H 6.80103 0.02390 6.28868
H 7.92717 -0.94266 7.28222
H 8.45103 0.58034 6.65132
H 7.29239 0.43358 4.07940
H 8.94809 0.41444 3.85740
H 7.57301 -0.43817 2.00306
H 9.09551 -1.12366 2.27250
H 7.30557 -2.85496 1.78584
H 6.23827 -2.02386 2.88323
H 6.46473 -4.89444 5.05350
H 6.31753 -5.08036 3.35640
H 5.40442 -3.89887 4.07557
H 8.78187 -4.77558 2.90666
H 9.29129 -4.44405 4.55252
H 9.73971 -3.31649 3.34645
H 6.94748 -3.23222 6.64970
C 6.44723 4.76660 -8.33778
C 6.96266 4.81107 -6.86955
C 7.35574 3.37088 -6.45642
C 8.25118 5.66269 -6.88500
C 8.60311 6.17735 -5.44961
C 7.39211 6.78255 -4.67177
C 6.07845 5.91305 -4.64464
C 6.40750 4.67463 -3.72341
C 4.85771 6.70401 -4.14523
N 5.88167 5.38647 -6.01243
O 4.63548 4.66792 -6.13977
H 5.70210 5.53199 -8.55472
H 7.27473 4.74112 -9.04679
H 5.91436 3.82914 -8.49694
H 8.03733 3.13929 -5.63795
H 6.45967 2.77699 -6.27626
H 7.83343 2.97660 -7.35333
H 9.11791 5.15025 -7.30247
H 8.10916 6.51396 -7.55081
H 8.99657 5.31208 -4.91613
H 9.47442 6.81964 -5.32162
H 7.26314 7.80071 -5.03893
H 7.76002 6.92142 -3.65517
H 6.30605 4.97660 -2.68100
H 7.37487 4.21743 -3.93143
H 5.65700 3.88534 -3.76641
H 3.98545 6.05126 -4.11083
H 4.58724 7.50964 -4.82779
H 5.09202 7.03204 -3.13253
H 4.14660 5.36316 -6.58613
C -11.46624 0.77692 -2.96403
O -10.49439 1.83680 -2.82789
C -9.44602 1.58888 -1.77614
C -9.92888 1.37503 -0.37482
C -10.70828 2.56746 0.15619
N -8.82005 1.11116 0.53154
H -10.87090 -0.11199 -3.17267
H -12.13507 0.92393 -3.81206
H -12.03938 0.60412 -2.05314
H -8.69993 0.87674 -2.12872
H -8.90218 2.51775 -1.60423
H -10.63583 0.54682 -0.32577
H -10.02585 3.40498 0.30087
H -11.36237 2.22646 0.95867
H -11.45241 2.82956 -0.59591
H -8.66033 0.11533 0.58551
H -9.18132 1.19868 1.47064
C -8.17969 2.05348 6.02017
O -8.70409 0.78296 6.15175
C -9.65253 0.49440 7.22058
C -10.22609 -0.90328 7.04071
C -10.92308 -1.28544 5.72458
N -11.15579 -1.21054 8.09302
H -7.82047 2.39077 6.99244
H -8.92867 2.80403 5.76758
H -7.28727 2.07495 5.39469
H -9.13899 0.57072 8.17899
H -10.48668 1.19500 7.25876
H -9.48075 -1.62129 7.38282
H -11.69497 -0.55459 5.48349
H -11.45525 -2.23667 5.71880
H -10.27029 -1.27116 4.85179
H -11.32572 -2.20112 7.99311
H -10.70317 -1.14972 8.99386
C -1.20614 6.28410 -7.57094
O -0.39595 5.37512 -8.48676
C -1.08420 5.09069 -9.70886
C -0.09204 4.30162 -10.70440
C -0.67465 3.94853 -12.03207
N 0.31195 3.00482 -10.15355
H -2.17711 5.84963 -7.33312
H -1.22743 7.21952 -8.13009
H -0.64983 6.36622 -6.63721
H -1.97335 4.49468 -9.50321
H -1.45127 5.91085 -10.32586
H 0.75675 4.96487 -10.87095
H -0.67552 4.82175 -12.68443
H -1.69265 3.57219 -11.93129
H -0.03502 3.30609 -12.63724
H 0.68771 3.21172 -9.23917
H 1.09226 2.56862 -10.62362
C 0.51545 2.51660 9.73990
O 1.19622 3.20614 10.75887
C 2.53475 3.71954 10.35153
C 3.28235 4.49311 11.52337
C 2.55564 5.78706 11.90194
N 4.69069 4.72426 11.08712
H 1.18435 1.84875 9.19708
H 0.00809 3.23670 9.09791
H -0.40780 2.04438 10.07560
H 3.10808 2.81249 10.16007
H 2.39394 4.30042 9.44002
H 3.27626 3.79608 12.36135
H 2.60946 6.42991 11.02333
H 3.10323 6.39047 12.62592
H 1.47979 5.74708 12.07242
H 5.20220 5.34039 11.70262
H 5.12006 3.81545 11.18617
C 2.51201 8.54022 4.68929
O 3.66384 8.55722 5.52165
C 4.62394 7.54238 5.18146
C 6.08489 7.96485 5.67295
C 7.15068 6.89962 5.50468
N 6.06806 8.28201 7.09677
H 2.08929 7.53556 4.68154
H 2.71387 8.66153 3.62503
H 1.83639 9.30126 5.07976
H 4.44584 6.57496 5.65102
H 4.61549 7.21098 4.14310
H 6.33691 8.74917 4.95921
H 6.91916 5.97802 6.03866
H 8.14047 7.28111 5.75548
H 7.20144 6.55821 4.47078
H 5.25084 8.87536 7.08266
H 5.78210 7.52833 7.70530
C 4.11762 -4.04323 -4.70114
O 2.94508 -4.83174 -4.46522
C 2.14819 -5.07213 -5.57220
C 1.05021 -6.11911 -5.44919
C 1.59980 -7.52916 -5.11979
N 0.33719 -6.18312 -6.73398
H 4.60813 -3.68507 -3.79604
H 3.75132 -3.07399 -5.03952
H 4.87138 -4.42310 -5.39082
H 1.57669 -4.14537 -5.62311
H 2.76838 -5.05985 -6.46848
H 0.22481 -5.91602 -4.76686
H 2.42047 -7.89476 -5.73700
H 0.88586 -8.31131 -5.37789
H 1.87681 -7.58506 -4.06707
H -0.24700 -5.36645 -6.84298
H -0.29812 -6.95372 -6.88450
*
```

Values from the calculation:
Gap between HOMO and LUMO ... 7.700 eV
SMILES ... CC1(C)CCCC(C)(C)N1O.CC1(C)CCCC(C)(C)N1O.CC1(C)CCCC(C)(C)N1O.CC1(C)CCCC(C)(C)N1O.CC1(C)CCCC(C)(C)N1O.COC[C@H](C)N.COC[C@H](C)N.COC[C@H](C)N.COC[C@H](C)N.COC[C@H](C)N.COC[C@H](C)N


Entry 3:
ORCA calculation (ωB97M-V/def2-TZVPD) on a molecular structure, C4H7AlN.

Structure (ORCA input):
```
! RIJCOSX wB97M-V def2-TZVPD def2/J DEFGRID3
* xyz 4 2
Al -2.76150 1.62367 3.47087
C -0.17029 -1.42554 0.00220
C 0.36872 -0.48434 -1.00353
C 0.85903 0.81967 -0.41649
C -0.06852 1.47596 0.43737
N -0.87154 1.90703 1.16531
H -1.03116 -0.93840 0.46013
H 0.53827 -1.80096 0.74051
H -0.51393 -2.24473 -0.62941
H -0.35419 -0.12208 -1.73446
H 1.09150 -1.03302 -1.60738
H 1.22870 1.51370 -1.17131
H 1.68490 0.70903 0.28621
*
```

Values from the calculation:
Gap between HOMO and LUMO (alpha / beta) ... 7.302 / 6.235 eV


Entry 4:
ORCA calculation (ωB97M-V/def2-TZVPD) on a molecular structure, C54H41AgF15GeN3P2S2Te2.

Structure (ORCA input):
```
! RIJCOSX wB97M-V def2-TZVPD def2/J DEFGRID3
* xyz -2 1
Ag -0.26492 -0.12321 -0.13220
C -3.29081 0.44409 3.36822
N -2.53189 0.11974 4.58467
C -1.98589 -1.22695 4.63948
P -0.47758 -1.44712 3.52390
C -0.07051 -3.20818 3.86277
C -0.87818 -4.10921 4.55510
C -0.44148 -5.41224 4.79480
C 0.80237 -5.82985 4.34181
C 1.59878 -4.94570 3.61928
C 1.16964 -3.64758 3.38022
C 0.77825 -0.67744 4.64306
C 1.22063 -1.26562 5.83447
C 2.06608 -0.57492 6.69261
C 2.48689 0.71474 6.37641
C 2.07864 1.29964 5.18306
C 1.23243 0.60258 4.32685
C -2.46897 0.98461 5.67282
C -3.27915 2.13642 5.76447
C -3.24110 2.96647 6.87445
C -2.39016 2.70883 7.94195
C -1.56346 1.59731 7.85666
C -1.59565 0.75500 6.75594
P -2.31879 1.01593 1.76401
C -2.33211 2.81186 2.22270
C -2.87732 3.83579 1.44401
C -2.76014 5.16732 1.84280
C -2.09020 5.48820 3.01658
C -1.52658 4.48081 3.78978
C -1.63369 3.15466 3.38629
C -3.94558 0.76795 0.88659
C -5.04711 1.61260 1.00232
C -6.23715 1.31467 0.34096
C -6.34949 0.14646 -0.39982
C -5.26990 -0.72303 -0.47777
C -4.07538 -0.41324 0.15477
H -4.09720 1.13390 3.58763
H -3.73356 -0.48510 3.00144
H -2.72783 -1.91642 4.21754
H -1.75999 -1.52578 5.66157
H -1.86444 -3.82120 4.90325
H -1.08233 -6.09805 5.34120
H 1.14360 -6.84186 4.53756
H 2.56516 -5.26341 3.23421
H 1.76942 -2.96170 2.78676
H 0.89843 -2.27233 6.08731
H 2.39000 -1.03793 7.62008
H 3.14015 1.25713 7.05214
H 2.42445 2.29485 4.92624
H 0.91364 1.03600 3.38380
H -3.95522 2.40436 4.96808
H -3.89361 3.83137 6.89976
H -2.36226 3.36103 8.80652
H -0.86535 1.37705 8.65736
H -0.91077 -0.07528 6.73102
H -3.35572 3.60073 0.50619
H -3.15165 5.95241 1.20740
H -1.97210 6.52635 3.30704
H -0.96502 4.73141 4.68128
H -1.15214 2.37024 3.95661
H -4.99648 2.51046 1.60138
H -7.07670 1.99750 0.41189
H -7.26810 -0.07363 -0.93277
H -5.35124 -1.64856 -1.04180
H -3.21459 -1.03825 0.05536
C -0.02740 -3.00603 -2.73328
N -1.12332 -3.43873 -1.81339
C -0.83170 -3.76070 -0.51144
N 0.29779 -4.47253 -0.26714
S -1.94940 -3.46732 0.71442
H -0.46542 -2.82493 -3.71534
H 0.73265 -3.78437 -2.81171
H 0.41003 -2.09651 -2.34960
H -1.84642 -2.74630 -1.79359
H 1.12541 -4.15780 -0.76114
H 0.46942 -4.55253 0.71997
F -1.18413 4.62650 -1.88545
C 0.12391 4.89277 -1.86978
C 1.07731 3.86838 -1.96730
C 2.39152 4.33308 -1.92976
F 3.42554 3.50321 -2.07205
C 2.73218 5.66506 -1.76090
F 4.01709 6.03969 -1.72355
C 1.75005 6.61714 -1.62163
F 2.06965 7.89678 -1.42564
C 0.43155 6.23082 -1.70266
F -0.53480 7.14723 -1.59700
Ge 0.39050 1.86435 -1.73651
S -1.66080 1.57032 -0.90270
C -0.35008 2.57488 -3.87967
C -1.63949 2.94417 -4.23756
F -2.71091 2.47235 -3.57222
C -1.95218 3.82243 -5.26201
F -3.22594 4.18218 -5.50230
C -0.95075 4.34739 -6.04629
F -1.23685 5.18453 -7.05440
C 0.34765 3.98618 -5.77965
F 1.34426 4.49007 -6.53092
C 0.61224 3.13177 -4.72272
F 1.93273 2.88828 -4.54417
C 1.57442 0.60073 -2.77170
C 2.94471 0.61607 -2.53163
F 3.41565 1.10135 -1.39271
C 3.85125 0.11714 -3.44039
F 5.17152 0.16778 -3.21296
C 3.39017 -0.45422 -4.60732
F 4.25838 -0.95827 -5.49469
C 2.03911 -0.54249 -4.84792
F 1.60541 -1.16756 -5.95700
C 1.14581 -0.00220 -3.94404
F -0.15975 -0.11730 -4.23233
Te 1.86671 -1.38833 0.33665
C 0.50167 4.00179 0.97928
Te 0.67235 1.91704 0.83022
C 2.64707 2.47780 1.56694
H 1.35418 4.46393 0.48149
H 0.56485 4.26568 2.04169
H -0.41417 4.40816 0.55101
H 3.03497 3.18079 0.83217
H 3.37857 1.71563 1.79477
H 2.42066 3.09358 2.43785
*
```

Values from the calculation:
Gap between HOMO and LUMO ... 5.038 eV


Entry 5:
ORCA calculation (ωB97M-V/def2-TZVPD) on 20 unconnected molecules or ions with the total composition C9H56NO20.

Structure (ORCA input):
```
! RIJCOSX wB97M-V def2-TZVPD def2/J DEFGRID3
* xyz -1 1
C 2.24855 -0.76326 1.04957
C 0.69252 -0.70271 1.18558
C 0.29004 0.70161 1.88883
C -1.23078 1.06110 1.78671
C -1.79305 0.85891 0.34123
C -1.42072 -0.53308 -0.29490
N 0.05060 -0.75927 -0.18994
O 0.48513 -1.78073 -1.14109
C -1.82078 -0.29825 -1.75883
C -2.40200 -1.59633 0.26363
C 0.23076 -1.95733 2.11002
H 2.70245 -0.15185 0.26967
H 2.49743 -1.77556 0.73113
H 2.80760 -0.58494 1.96814
H 0.77277 1.53533 1.37894
H 0.74056 0.72159 2.88117
H -1.33556 2.12612 1.99374
H -1.87662 0.58593 2.52511
H -1.36928 1.66963 -0.25143
H -2.88065 0.92803 0.31983
H -1.10529 0.30515 -2.31748
H -2.78562 0.20067 -1.84974
H -1.76519 -1.19796 -2.37163
H -3.38584 -1.38996 -0.15774
H -2.47747 -1.53949 1.34954
H -2.09636 -2.62831 0.09130
H 0.16736 -2.87011 1.51762
H -0.75941 -1.67744 2.46962
H 0.86769 -2.12763 2.97802
O 3.00768 1.02064 -3.35321
H 3.02771 1.80347 -2.80276
H 2.60460 0.34990 -2.80196
O 5.81650 -6.98079 1.75309
H 5.63836 -6.60990 0.88884
H 5.88438 -6.22078 2.33104
O 7.22499 -2.80373 4.86354
H 7.54566 -2.95204 5.75315
H 6.70700 -2.00121 4.92583
O -8.64685 -0.84169 -0.41668
H -8.75405 -0.82903 0.53441
H -8.65214 -1.77089 -0.64645
O -3.26455 -4.33471 -8.77521
H -3.06908 -4.11669 -7.86390
H -3.79559 -3.60255 -9.08854
O -2.46045 5.32910 -5.99265
H -2.30642 4.93226 -5.13531
H -1.89330 4.84008 -6.58883
O -8.20301 1.70644 -4.15594
H -8.37036 1.39310 -3.26709
H -7.93215 0.92552 -4.63867
O 6.61249 5.06641 1.65877
H 5.67670 4.86920 1.69906
H 6.89688 4.70985 0.81721
O 4.54345 3.41826 6.81155
H 3.91626 4.14014 6.76964
H 4.07058 2.71506 7.25669
O 3.98947 -5.49044 -1.75045
H 3.18737 -5.05300 -1.46493
H 4.16325 -5.12949 -2.61979
O -6.50681 -4.84830 -3.01313
H -6.83474 -5.58636 -2.49937
H -5.55722 -4.96797 -3.02607
O -6.18895 6.14215 -0.95164
H -6.28046 5.20806 -0.76367
H -7.08030 6.43827 -1.13613
O 2.74175 -2.49671 -6.25294
H 2.31199 -2.41403 -5.40164
H 3.06915 -1.61752 -6.44287
O 3.74626 5.10978 -1.46595
H 3.06358 5.67255 -1.10060
H 4.40392 5.71816 -1.80295
O -2.09951 -6.04989 -3.79739
H -1.54048 -5.31201 -3.55393
H -1.50668 -6.80086 -3.82610
O 1.63774 0.93668 8.85317
H 0.72308 0.88992 8.57491
H 1.62631 1.50935 9.62007
O 0.62118 7.47246 5.22419
H -0.19201 6.97109 5.16435
H 0.75273 7.82244 4.34304
O -2.60910 0.86023 7.76505
H -2.79204 0.38742 6.95313
H -3.45679 0.91687 8.20600
O 7.17846 1.00144 -4.10141
H 6.23767 0.83011 -4.05897
H 7.31708 1.36433 -4.97624
*
```

Values from the calculation:
Gap between HOMO and LUMO ... 4.005 eV


DFT total energy, respectively: -1115.43078; -4154.88979; -451.35550; -7983.52841; -1935.92918 hartree.
Maximum force, respectively: 2.5; 5.4; 3.4; 5.2; 2.0 eV Å⁻¹.
Relative energy (zero: lowest compared OMol25 entry of this formula, charge and spin), respectively: 10.57; 178.49; 9.55; 86.86; 124.31 kcal per mole.